Entry 1:
{
  "formula": "C3H11NO2",
  "method": "the ωB97M-V functional and the def2-TZVPD basis",
  "symbols": ["C", "C", "C", "N", "H", "H", "H", "H", "H", "H", "H", "O", "H", "H", "O", "H", "H"],
  "xyz": [[-2.125, 0.857, -0.858], [-0.704, 1.397, -1.050], [0.329, 0.589, -1.332], [1.726, 0.806, -1.117], [-2.222, -0.237, -1.016], [-2.493, 1.195, 0.116], [-2.874, 1.147, -1.611], [-0.619, 2.500, -1.027], [-0.017, -0.426, -1.525], [2.134, -0.022, -0.686], [1.772, 1.548, -0.353], [1.716, -0.949, 1.178], [2.248, -1.547, 1.705], [0.854, -0.803, 1.582], [-0.854, -1.811, 2.096], [-1.331, -2.658, 2.067], [-1.622, -1.238, 1.976]],
  "homo_lumo_gap_ev": 8.276,
  "relative_energy_kcal_mol": 25.9,
  "max_force_ev_per_a": 2.0,
  "e_tot_ha": -326.0902
}

***

Entry 2:
{
  "formula": "C3H11NO2",
  "method": "the ωB97M-V functional and the def2-TZVPD basis",
  "symbols": ["N", "C", "C", "C", "O", "H", "H", "H", "H", "H", "H", "H", "H", "H", "O", "H", "H"],
  "xyz": [[-2.173, -2.227, 0.735], [-1.590, -0.884, 0.917], [-1.113, -0.347, -0.444], [0.353, -0.494, -0.778], [0.663, 0.532, -1.743], [-1.452, -2.781, 0.296], [-2.301, -2.724, 1.606], [-0.651, -0.945, 1.481], [-2.307, -0.194, 1.339], [-1.727, -0.756, -1.247], [-1.319, 0.729, -0.365], [0.983, -0.432, 0.109], [0.478, -1.431, -1.333], [1.483, 0.262, -2.139], [3.066, 2.955, 1.163], [3.840, 3.393, 0.825], [2.530, 2.894, 0.384]],
  "homo_lumo_gap_ev": 10.189,
  "relative_energy_kcal_mol": 17.8,
  "max_force_ev_per_a": 1.8,
  "e_tot_ha": -326.1031
}

***

Entry 3:
{
  "formula": "C3H11NO2",
  "method": "the ωB97M-V functional and the def2-TZVPD basis",
  "symbols": ["C", "C", "C", "N", "H", "H", "H", "H", "H", "H", "H", "O", "H", "H", "O", "H", "H"],
  "xyz": [[-0.255, -1.002, 2.969], [0.533, -0.443, 1.776], [0.291, -0.932, 0.529], [1.164, -0.535, -0.609], [-0.196, -2.105, 3.079], [-1.297, -0.715, 3.091], [0.316, -0.694, 3.834], [0.972, 0.516, 1.849], [-0.379, -1.785, 0.492], [1.234, -1.243, -1.329], [2.077, -0.229, -0.206], [-1.217, 0.634, -4.109], [-0.870, 1.388, -3.682], [-1.996, 0.473, -3.560], [-0.560, 2.217, -1.451], [0.168, 2.786, -1.747], [0.015, 1.670, -0.928]],
  "homo_lumo_gap_ev": 9.294,
  "relative_energy_kcal_mol": 28.7,
  "max_force_ev_per_a": 3.7,
  "e_tot_ha": -326.0858
}